Entry 1:
Molecular formula: O4PSn
Method: DFT, ωB97M-V with the def2-TZVPD basis set

```
6
Properties=species:S:1:pos:R:3:forces:R:3
Sn -1.507 0.442 -2.396 1.63 -0.79 2.80
P 0.398 -0.086 0.333 -0.23 -0.31 4.83
O 1.066 -1.199 1.167 1.06 0.28 -1.75
O 0.988 0.572 -0.890 -0.80 -0.26 -1.27
O 0.112 0.851 1.563 0.62 0.76 -0.88
O -1.057 -0.579 0.223 -2.28 0.33 -3.73
```
Positions in Å, forces in eV/Å.

Output
charge = -1
max |F| = 4.85 eV/A
HOMO-LUMO gap = 3.617 eV
DFT total energy = -23308.490 eV

List of natural (NBO) charges in e, atom by atom: number 1, Sn, carries 0.5588; number 2, P, carries 2.4242; number 3, O, carries -0.9516; number 4, O, carries -1.1634; number 5, O, carries -0.8466; number 6, O, carries -1.0213

***

Entry 2:
Molecular formula: C48H45BaN7OPS3
Method: DFT, ωB97M-V with the def2-TZVPD basis set

```
106
Properties=species:S:1:pos:R:3:forces:R:3
Ba 1.000 -0.642 -0.063 0.40 3.34 1.96
C 2.583 -3.427 3.467 -0.01 0.20 -0.19
C 2.555 -1.878 3.497 -0.23 -0.21 -0.08
C 1.155 -1.214 3.353 0.42 0.32 -0.30
N 1.287 -0.113 2.397 0.22 0.60 1.02
C 1.273 1.145 2.752 0.11 -0.22 -0.02
C 0.757 1.649 3.999 0.11 0.07 -0.15
C 1.075 2.788 4.693 0.10 -0.03 0.04
C 2.046 3.770 4.428 -0.20 -0.25 -0.01
C 2.743 3.878 3.242 -0.01 -0.02 -0.38
C 2.589 3.200 2.030 0.02 0.04 0.29
C 1.756 2.103 1.680 -0.19 -0.10 -0.06
N 1.455 1.736 0.456 0.42 1.48 0.21
C 1.836 2.573 -0.681 0.28 -0.35 0.29
C 3.228 2.207 -1.263 -0.27 -0.20 -0.07
C 3.249 0.950 -2.168 -0.06 0.03 0.47
N 3.060 -0.326 -1.466 0.93 0.16 -0.69
C 4.099 -1.053 -1.150 0.12 -0.24 -0.12
C 5.460 -0.599 -1.233 -0.10 -0.30 0.16
C 6.637 -1.315 -1.359 -0.06 0.06 -0.10
C 6.846 -2.674 -1.582 -0.21 0.08 0.05
C 5.840 -3.639 -1.559 -0.12 -0.04 0.14
C 4.535 -3.563 -1.106 0.09 0.32 -0.05
C 3.795 -2.443 -0.585 0.16 0.21 0.03
N 2.791 -2.512 0.250 0.51 -0.53 -0.22
C 2.459 -3.783 0.903 0.24 0.30 -0.10
C 3.242 -4.016 2.208 -0.13 0.08 0.10
H 1.560 -3.816 3.536 0.05 0.00 0.05
H 3.116 -3.809 4.341 0.00 -0.01 0.02
H 3.154 -1.506 2.665 0.05 0.02 0.03
H 3.020 -1.510 4.412 0.02 0.03 0.01
H 0.797 -0.887 4.329 -0.14 -0.10 0.06
H 0.441 -1.952 2.958 -0.01 0.11 0.04
H -0.004 1.019 4.445 -0.01 -0.01 0.00
H 0.524 2.914 5.623 0.04 0.00 -0.01
H 2.246 4.503 5.199 -0.01 -0.01 0.01
H 3.491 4.666 3.215 0.00 0.02 -0.03
H 3.214 3.564 1.222 -0.02 0.02 0.02
H 1.824 3.633 -0.409 -0.03 0.06 -0.04
H 1.083 2.437 -1.479 0.13 0.02 0.17
H 3.929 2.071 -0.434 0.02 0.04 -0.03
H 3.583 3.048 -1.869 0.01 -0.02 0.02
H 4.181 0.940 -2.739 0.04 -0.01 -0.08
H 2.424 1.052 -2.888 0.10 -0.04 0.07
H 5.573 0.476 -1.183 0.00 0.01 0.02
H 7.533 -0.699 -1.364 -0.01 -0.01 -0.01
H 7.854 -3.002 -1.801 -0.01 0.01 -0.02
H 6.142 -4.633 -1.879 0.01 -0.01 0.04
H 3.987 -4.497 -1.121 0.03 -0.03 0.07
H 2.624 -4.632 0.237 -0.09 -0.08 -0.02
H 1.388 -3.773 1.145 0.07 0.00 -0.07
H 4.247 -3.602 2.086 0.02 -0.05 0.00
H 3.353 -5.096 2.346 0.02 -0.01 0.03
C 0.438 3.153 -4.655 -0.07 0.03 0.08
C -0.606 3.446 -3.780 0.06 -0.03 -0.04
C -1.384 2.425 -3.259 0.07 0.01 0.03
C -1.131 1.094 -3.607 -0.10 0.03 -0.11
C -0.075 0.808 -4.469 0.03 0.08 -0.05
C 0.704 1.837 -4.996 -0.07 -0.09 0.12
P -2.299 -0.121 -2.884 0.14 -0.39 -0.15
C -3.770 0.120 -3.961 -0.02 -0.01 -0.12
C -3.743 0.575 -5.283 -0.04 0.02 0.01
C -4.924 0.777 -5.986 0.00 -0.04 0.15
C -6.150 0.537 -5.370 0.10 0.02 -0.03
C -6.191 0.086 -4.059 0.14 -0.02 0.02
C -5.005 -0.121 -3.358 -0.06 -0.01 -0.08
C -1.587 -1.720 -3.585 -0.43 0.34 -0.07
C -1.866 -2.248 -4.841 0.00 0.07 -0.03
C -1.346 -3.477 -5.223 0.03 -0.09 -0.05
C -0.568 -4.242 -4.352 -0.12 0.16 0.03
C -0.318 -3.759 -3.084 0.21 -0.28 -0.07
C -0.813 -2.511 -2.739 -0.37 0.35 0.48
H 1.051 3.951 -5.054 -0.02 0.00 0.00
H -0.805 4.471 -3.493 0.01 -0.02 -0.01
H -2.189 2.656 -2.566 0.07 -0.03 -0.01
H 0.152 -0.217 -4.742 -0.03 0.03 0.01
H 1.522 1.602 -5.667 -0.01 -0.01 0.03
H -2.793 0.788 -5.763 -0.03 0.01 0.06
H -4.890 1.132 -7.009 0.00 0.00 0.04
H -7.072 0.718 -5.910 0.03 -0.03 0.00
H -7.141 -0.091 -3.570 0.03 0.00 -0.01
H -5.038 -0.459 -2.327 0.01 0.06 -0.03
H -2.497 -1.694 -5.525 0.03 -0.03 0.00
H -1.546 -3.848 -6.221 -0.03 -0.01 0.03
H -0.174 -5.201 -4.660 -0.01 0.03 -0.02
H 0.274 -4.311 -2.365 0.00 0.02 -0.04
O -0.016 -2.630 -0.666 -1.12 -3.99 0.02
N -0.523 -1.919 -1.472 -1.41 -0.77 -2.59
S -6.809 -0.877 3.653 0.37 0.21 -0.15
C -5.427 0.001 3.225 -0.23 -0.08 0.38
S -4.628 -0.282 1.741 -0.10 -0.59 -0.84
C -3.381 0.884 2.062 0.45 0.33 0.07
N -3.550 1.455 3.224 -0.52 -0.40 -0.14
N -4.714 0.952 3.859 0.39 0.69 0.53
C -4.982 1.569 5.135 0.12 -0.17 -0.34
C -6.194 1.404 5.794 -0.13 0.10 0.18
C -6.406 2.040 7.016 -0.02 -0.08 -0.12
C -5.432 2.838 7.590 0.08 -0.03 -0.12
C -4.223 3.000 6.921 -0.02 -0.03 -0.02
C -3.992 2.376 5.705 -0.01 -0.04 0.02
S -2.140 1.174 0.900 -0.25 -0.10 0.39
H -6.964 0.785 5.360 0.06 0.07 0.05
H -7.359 1.898 7.514 0.03 0.01 -0.01
H -5.608 3.329 8.540 0.01 -0.01 -0.03
H -3.443 3.622 7.344 -0.03 -0.02 -0.01
H -3.057 2.510 5.183 -0.02 0.01 0.01
```
Positions in Å, forces in eV/Å.

Output
charge = -1
max |F| = 4.15 eV/A
HOMO-LUMO gap = 3.781 eV
DFT total energy = -105470.384 eV

Mulliken population analysis, charges in e, atoms 1 to 99: number 1, Ba, carries 2.3270; number 2, C, carries -0.8877; number 3, C, carries -0.6465; number 4, C, carries -0.8396; number 5, N, carries 0.0399; number 6, C, carries 0.1196; number 7, C, carries -0.8182; number 8, C, carries -0.0893; number 9, C, carries -0.5261; number 10, C, carries -0.6231; number 11, C, carries -0.6313; number 12, C, carries 0.8712; number 13, N, carries -0.3184; number 14, C, carries -0.9935; number 15, C, carries -0.1297; number 16, C, carries -0.7702; number 17, N, carries -0.6208; number 18, C, carries 0.9445; number 19, C, carries -0.5922; number 20, C, carries -0.5071; number 21, C, carries -0.5797; number 22, C, carries -0.3309; number 23, C, carries -0.7388; number 24, C, carries 0.5737; number 25, N, carries 0.2097; number 26, C, carries -1.1572; number 27, C, carries -0.9258; number 28, H, carries 0.3742; number 29, H, carries 0.3638; number 30, H, carries 0.2086; number 31, H, carries 0.5794; number 32, H, carries 0.4488; number 33, H, carries 0.2263; number 34, H, carries 0.3722; number 35, H, carries 0.3332; number 36, H, carries 0.3018; number 37, H, carries 0.2983; number 38, H, carries 0.1964; number 39, H, carries 0.5979; number 40, H, carries -0.2692; number 41, H, carries 0.3968; number 42, H, carries 0.4122; number 43, H, carries 0.5931; number 44, H, carries -0.4473; number 45, H, carries 0.2460; number 46, H, carries 0.3177; number 47, H, carries 0.3039; number 48, H, carries 0.3084; number 49, H, carries 0.2290; number 50, H, carries 0.5528; number 51, H, carries 0.3877; number 52, H, carries 0.2973; number 53, H, carries 0.4070; number 54, C, carries -0.3377; number 55, C, carries -0.6557; number 56, C, carries -0.7505; number 57, C, carries 0.6793; number 58, C, carries -0.0343; number 59, C, carries -0.7758; number 60, P, carries 0.4412; number 61, C, carries 0.2735; number 62, C, carries -0.1663; number 63, C, carries -0.6954; number 64, C, carries -0.4402; number 65, C, carries -0.5640; number 66, C, carries -0.6476; number 67, C, carries -0.3168; number 68, C, carries -0.0867; number 69, C, carries -0.6738; number 70, C, carries -0.6893; number 71, C, carries -0.2539; number 72, C, carries 0.2218; number 73, H, carries 0.3733; number 74, H, carries 0.4086; number 75, H, carries 0.3253; number 76, H, carries 0.3663; number 77, H, carries 0.3781; number 78, H, carries 0.4091; number 79, H, carries 0.4002; number 80, H, carries 0.3734; number 81, H, carries 0.4109; number 82, H, carries 0.4545; number 83, H, carries 0.4093; number 84, H, carries 0.4232; number 85, H, carries 0.4035; number 86, H, carries 0.5372; number 87, O, carries -0.3734; number 88, N, carries -0.2570; number 89, S, carries -0.4559; number 90, C, carries 0.2504; number 91, S, carries -0.1707; number 92, C, carries -0.1709; number 93, N, carries -0.7559; number 94, N, carries 0.5256; number 95, C, carries 0.5259; number 96, C, carries -0.4380; number 97, C, carries -0.6496; number 98, C, carries -0.4471; number 99, C, carries -0.5115

***

Entry 3:
Molecular formula: C26H37ClN3OSiTi
Method: DFT, ωB97M-V with the def2-TZVPD basis set

```
70
Properties=species:S:1:pos:R:3:forces:R:3
Ti 0.258 0.505 0.008 0.42 0.29 1.92
C 1.821 -2.929 0.809 -0.53 0.11 0.61
C 2.765 -2.364 -0.083 0.36 0.40 -0.43
C 3.018 -1.020 -0.066 0.16 -0.52 0.06
C 2.303 -0.142 0.793 0.20 0.36 -0.12
C 1.355 -0.722 1.702 -0.45 0.53 -0.33
C 1.164 -2.117 1.703 0.45 -0.79 -0.23
H 1.652 -4.000 0.813 -0.01 0.00 -0.01
H 3.309 -3.014 -0.760 0.01 0.03 -0.03
H 3.804 -0.607 -0.688 0.00 0.00 -0.09
H 2.741 0.821 1.030 0.04 0.01 -0.07
H 0.973 -0.128 2.520 0.06 -0.09 0.09
H 0.514 -2.558 2.447 -0.06 0.02 0.00
C 2.306 -0.687 -3.464 -0.07 0.05 0.14
N 1.052 -0.727 -2.735 0.04 -0.20 -0.13
C 0.069 0.120 -3.408 0.01 0.12 -0.12
C 0.518 -2.039 -2.546 -0.04 0.25 0.22
C 0.872 -3.111 -3.348 0.12 -0.11 -0.01
C 0.233 -4.342 -3.250 -0.01 0.03 0.04
C -0.855 -4.444 -2.401 0.04 -0.12 -0.08
C -1.212 -3.383 -1.585 0.01 0.16 0.05
C -0.466 -2.188 -1.533 -0.49 -0.23 -0.40
N -0.756 -1.124 -0.703 0.03 -0.55 -0.14
C -1.645 -1.254 0.357 -0.61 -0.15 0.22
C -1.867 -2.415 1.116 0.09 0.09 0.04
C -2.777 -2.445 2.157 -0.01 -0.04 0.01
C -3.498 -1.311 2.494 0.05 0.04 -0.01
C -3.283 -0.143 1.779 -0.04 0.08 0.20
C -2.369 -0.093 0.737 -0.08 -0.32 -0.24
N -2.149 1.088 -0.053 -0.24 -0.08 -0.29
C -2.787 0.952 -1.371 -0.22 -0.01 0.04
C -2.603 2.321 0.573 0.03 0.10 0.12
H 3.002 -1.402 -3.032 0.09 0.00 0.05
H 2.733 0.314 -3.392 -0.01 0.01 0.03
H 2.178 -0.916 -4.534 0.01 -0.02 -0.01
H -0.096 -0.208 -4.447 0.01 -0.07 0.01
H 0.416 1.155 -3.424 -0.07 -0.12 -0.03
H -0.876 0.082 -2.874 0.10 0.04 -0.06
H 1.664 -2.998 -4.077 0.00 0.06 0.01
H 0.561 -5.179 -3.853 -0.05 0.01 -0.03
H -1.439 -5.356 -2.371 0.00 0.01 0.03
H -2.102 -3.479 -0.983 0.06 -0.03 0.06
H -1.277 -3.294 0.909 0.00 -0.02 -0.05
H -2.923 -3.366 2.709 0.04 0.01 0.01
H -4.210 -1.333 3.309 -0.02 0.03 -0.01
H -3.846 0.742 2.043 0.04 0.03 -0.03
H -3.879 1.049 -1.280 0.02 0.01 0.02
H -2.563 -0.023 -1.792 0.00 0.00 0.01
H -2.410 1.728 -2.036 0.01 0.04 0.02
H -3.701 2.382 0.601 0.00 -0.03 -0.01
H -2.223 3.163 -0.002 0.02 -0.02 -0.03
H -2.203 2.392 1.580 0.02 -0.01 -0.03
Cl -0.044 3.068 -1.560 -0.36 0.88 -0.42
C 1.298 1.914 -1.146 0.94 0.27 0.03
H 1.978 2.512 -0.536 -0.03 0.04 -0.05
H 1.802 1.738 -2.093 0.05 -0.15 0.02
C 1.132 2.431 4.188 -0.12 -0.07 -0.24
Si 0.741 3.011 2.411 0.56 0.99 0.85
C 2.373 3.792 1.804 -0.24 -0.17 -0.12
C -0.435 4.497 2.617 -0.05 -0.28 -0.12
O 0.147 1.855 1.512 -0.27 -0.82 -0.93
H 1.109 3.271 4.889 0.03 0.02 -0.03
H 2.122 1.971 4.250 -0.01 -0.02 -0.03
H 0.407 1.689 4.535 -0.02 0.03 -0.02
H 2.790 4.453 2.570 -0.07 -0.01 0.05
H 2.222 4.388 0.899 -0.02 -0.03 0.00
H 3.127 3.034 1.578 0.00 0.00 0.02
H 0.055 5.304 3.170 0.04 -0.03 0.01
H -1.342 4.225 3.166 0.02 -0.01 0.00
H -0.746 4.894 1.647 0.04 -0.02 -0.01
```
Positions in Å, forces in eV/Å.

Output
charge = -1
max |F| = 1.99 eV/A
HOMO-LUMO gap (spin up / spin down) = 4.847 / 5.759 eV
DFT total energy = -77599.183 eV

List of natural (NBO) charges in e, atom by atom: number 1, Ti, carries 1.6717; number 2, C, carries -0.2723; number 3, C, carries -0.2815; number 4, C, carries -0.1615; number 5, C, carries -0.5139; number 6, C, carries -0.4265; number 7, C, carries -0.1915; number 8, H, carries 0.1982; number 9, H, carries 0.1972; number 10, H, carries 0.1970; number 11, H, carries 0.2188; number 12, H, carries 0.2263; number 13, H, carries 0.2037; number 14, C, carries -0.4072; number 15, N, carries -0.4474; number 16, C, carries -0.4073; number 17, C, carries 0.2016; number 18, C, carries -0.2766; number 19, C, carries -0.2566; number 20, C, carries -0.2230; number 21, C, carries -0.2784; number 22, C, carries 0.1670; number 23, N, carries -0.8166; number 24, C, carries 0.1193; number 25, C, carries -0.2384; number 26, C, carries -0.2104; number 27, C, carries -0.2463; number 28, C, carries -0.2469; number 29, C, carries 0.1822; number 30, N, carries -0.4955; number 31, C, carries -0.4016; number 32, C, carries -0.4062; number 33, H, carries 0.2101; number 34, H, carries 0.2022; number 35, H, carries 0.1599; number 36, H, carries 0.1617; number 37, H, carries 0.2132; number 38, H, carries 0.2262; number 39, H, carries 0.2050; number 40, H, carries 0.1963; number 41, H, carries 0.1969; number 42, H, carries 0.2145; number 43, H, carries 0.2302; number 44, H, carries 0.2005; number 45, H, carries 0.2016; number 46, H, carries 0.2119; number 47, H, carries 0.1686; number 48, H, carries 0.2221; number 49, H, carries 0.2181; number 50, H, carries 0.1588; number 51, H, carries 0.2256; number 52, H, carries 0.2350; number 53, Cl, carries -0.1244; number 54, C, carries -0.9053; number 55, H, carries 0.1910; number 56, H, carries 0.1812; number 57, C, carries -1.1359; number 58, Si, carries 1.9463; number 59, C, carries -1.1364; number 60, C, carries -1.1354; number 61, O, carries -1.3241; number 62, H, carries 0.2168; number 63, H, carries 0.2253; number 64, H, carries 0.2263; number 65, H, carries 0.2202; number 66, H, carries 0.2297; number 67, H, carries 0.2236; number 68, H, carries 0.2185; number 69, H, carries 0.2173; number 70, H, carries 0.2293

***

Among the records above, which one has the lowest DFT total energy?
C48H45BaN7OPS3

***

The highest max |F| belongs to which entry?
O4PSn